{"formula": "C43H36Br3N7O14", "method": "ωB97M-V/def2-TZVPD", "species": ["Br", "Br", "Br", "O", "O", "O", "O", "O", "O", "O", "O", "O", "O", "O", "O", "O", "O", "N", "N", "N", "N", "N", "N", "N", "C", "C", "C", "C", "C", "C", "C", "C", "C", "C", "C", "C", "C", "C", "C", "C", "C", "C", "C", "C", "C", "C", "C", "C", "C", "C", "C", "C", "C", "C", "C", "C", "C", "C", "C", "C", "C", "C", "C", "C", "C", "C", "C", "H", "H", "H", "H", "H", "H", "H", "H", "H", "H", "H", "H", "H", "H", "H", "H", "H", "H", "H", "H", "H", "H", "H", "H", "H", "H", "H", "H", "H", "H", "H", "H", "H", "H", "H", "H"], "coordinates": [[6.3497, 2.7029, 3.9869], [4.7770, 0.6302, 6.1234], [7.9720, 0.0248, 5.2729], [6.7442, 1.8684, -2.3268], [-5.8356, -7.0648, 2.4099], [-1.2457, -6.4470, -1.7857], [-1.2823, 0.2530, -4.7603], [-0.8158, -5.1565, -0.2526], [4.5845, 1.6838, -2.7243], [3.5655, 0.1419, 2.9167], [-6.8240, -5.2421, 1.8118], [4.7241, 0.9398, 1.2414], [-1.8073, 1.6368, -6.3081], [-2.4108, 0.3825, 2.0822], [-4.5402, 0.1804, 1.8447], [-0.3105, 4.7626, 1.0826], [1.1375, 3.2482, 0.7543], [-3.4385, 0.6102, 1.4906], [-1.6266, -5.6240, -1.0269], [5.5314, 2.1502, -2.1242], [-5.8369, -5.8277, 2.2059], [-0.9636, 1.1007, -5.6459], [3.7321, 0.3665, 1.7284], [0.2978, 3.7570, 1.4581], [-5.3767, -5.2286, -1.5556], [-1.8733, 1.8254, -1.6590], [0.4991, 1.2167, -5.9094], [-4.6426, -5.0323, 2.4614], [2.0277, -0.6998, -1.4447], [5.2994, 3.2814, -1.2547], [6.1750, 0.7911, 4.7113], [4.7292, 5.2399, 0.5656], [-1.1169, 3.1096, 3.4286], [-5.6360, -4.0170, -0.9988], [1.5646, -0.6875, 1.2869], [1.2610, 2.7761, 3.5193], [-4.4270, 1.7746, -0.4981], [-4.0601, -5.7367, -1.5681], [2.7373, -0.1420, 0.8146], [0.9394, -1.3346, -0.9515], [-3.2933, 1.2044, 0.1635], [-2.0418, 1.3770, -0.3794], [-3.4075, -5.6750, 2.3840], [-3.3527, -3.8076, -0.4371], [5.8806, 4.5643, 0.7534], [-3.5385, -3.0199, 3.1598], [3.7993, 4.9660, -0.3668], [1.1270, 2.1773, 4.7646], [2.3729, 2.1952, -7.1670], [-4.7324, -3.7175, 2.9904], [-4.1870, 2.3494, -1.7445], [-1.2301, 2.3682, 4.6262], [1.4792, 0.4038, -5.1790], [2.9226, -0.1315, -0.5863], [0.6864, -1.3410, 0.4592], [6.2552, 3.6385, -0.2189], [-4.5943, -3.2788, -0.5131], [-0.1379, 1.9676, 5.3690], [-2.2277, -5.0375, 2.7565], [-2.9991, -5.0437, -1.0685], [4.1119, 4.0063, -1.3447], [-2.3350, -3.6247, 3.0051], [-2.9567, 2.2388, -2.3558], [3.3207, 1.5223, -6.3764], [2.8622, 0.5798, -5.4184], [0.1631, 3.2724, 2.8480], [1.0003, 2.1854, -6.8004], [-4.7540, -2.2502, -0.2254], [-6.1640, -5.6912, -2.1323], [3.2960, 3.7440, -2.0019], [-2.2079, 2.1160, 5.0092], [5.6739, 0.2437, 3.9129], [1.1811, -0.4338, -4.5658], [-0.8564, 1.8372, -2.0224], [-3.3839, -6.7274, 2.1427], [0.2238, -1.8783, -1.5504], [-1.8830, 3.4141, 2.7308], [-3.8770, -6.5982, -2.1931], [-1.1644, 1.0922, 0.1824], [2.1922, 2.7497, 2.9730], [2.6335, 3.0326, -7.7972], [0.3835, 2.9870, -7.1791], [3.7631, 0.3487, -1.0652], [-2.9024, 2.6555, -3.3507], [6.5995, 4.7869, 1.5280], [-2.6507, -3.2310, 0.1468], [4.4785, 5.9516, 1.3383], [-1.2657, -5.5279, 2.7315], [7.1400, 3.0338, -0.0851], [2.3358, -0.4780, -2.4558], [-5.6436, -3.2722, 3.3616], [-3.6837, -2.1170, 3.7343], [-1.4954, -2.9756, 3.2054], [-5.3593, 1.7962, 0.0467], [4.3596, 1.6799, -6.6258], [-0.3008, 1.4469, 6.3011], [1.3928, -0.8213, 2.3447], [1.8738, 1.5328, 5.2042], [3.6229, 0.0896, -4.8290], [-0.2821, -1.6723, 0.8039], [-6.6294, -3.6659, -0.7615], [2.7966, 5.3646, -0.3202], [-4.9691, 2.8842, -2.2629]], "forces_ev_per_a": [[-0.1, -1.8, 0.9], [1.1, 0.3, -0.6], [-1.9, 0.8, -0.6], [-2.7, -0.1, 0.5], [0.7, 2.2, -0.3], [-1.2, -2.3, -2.4], [1.1, 1.7, -1.2], [-0.6, 1.4, 1.5], [0.2, -0.5, 0.2], [0.3, 0.4, -0.2], [0.1, 0.4, 0.0], [-1.4, -0.7, 0.9], [0.5, 1.1, -0.6], [0.5, 0.2, 0.8], [0.7, 1.0, -0.3], [-0.4, -1.1, 1.0], [0.4, -1.1, 0.0], [-0.7, -1.7, -0.6], [0.9, 1.8, 0.9], [2.9, 0.9, -1.3], [-1.0, -2.0, 0.2], [-0.3, -3.3, 2.0], [1.4, 0.5, -0.7], [0.4, 2.2, -0.2], [0.6, -0.6, -0.6], [1.1, -0.3, 0.1], [2.4, 0.1, 0.5], [0.7, 0.9, 1.1], [1.0, 0.8, -0.4], [0.5, 1.7, 2.3], [0.0, 0.7, 0.3], [-1.1, 1.8, 2.6], [1.6, -0.5, -1.0], [-0.9, 0.2, 0.6], [-0.1, -1.1, 1.4], [0.6, -0.4, -0.3], [1.6, -0.5, 0.7], [-0.6, -0.6, -2.0], [-0.5, -0.2, -2.2], [-1.9, -1.1, 1.8], [-1.7, 1.8, -0.9], [0.6, -1.1, 1.1], [0.3, -0.3, 0.5], [2.7, -0.6, -0.2], [2.4, -1.2, -1.9], [-2.3, -0.3, 1.1], [-0.2, -1.2, -1.9], [-1.1, -1.3, 0.7], [-0.8, 0.8, 2.2], [0.3, -1.5, -0.9], [-1.1, -0.5, 0.8], [-0.9, 1.2, -0.4], [-0.4, 0.7, -1.7], [1.3, 1.1, 1.8], [0.1, 0.9, -2.5], [-1.6, -1.4, -0.7], [-0.1, 0.8, 0.2], [0.6, 0.9, -1.8], [-0.9, 2.4, -0.8], [-1.2, 1.2, 1.8], [-0.7, -0.5, 0.8], [1.5, -1.6, 0.1], [-0.7, 1.3, -1.0], [-1.6, -0.6, -0.9], [-0.7, 1.3, -0.5], [-1.6, -0.7, 1.3], [0.2, -1.0, 0.3], [0.0, -0.1, 0.6], [0.0, -0.6, 0.3], [0.3, -0.3, -0.4], [-0.2, 0.2, -0.1], [0.8, 0.0, -0.1], [-0.3, 0.3, 0.2], [-0.1, 0.1, -0.4], [-0.1, -0.1, -0.2], [0.0, 0.2, -0.4], [-0.8, -0.1, 0.6], [0.1, -0.4, 0.3], [0.0, -0.2, 0.1], [0.3, 0.0, 0.2], [0.4, -0.3, -0.3], [-0.4, -0.3, -0.3], [0.2, 0.1, 0.5], [0.4, -0.1, -0.2], [-0.2, 0.1, 0.2], [0.6, -0.1, -0.3], [-0.2, 0.3, 0.1], [-0.1, 0.0, 0.0], [0.1, 0.1, -0.2], [-0.7, -0.7, -0.5], [-0.3, -0.2, -0.5], [0.6, 0.6, -0.6], [0.5, -0.4, 0.1], [-0.2, 0.0, -0.3], [0.2, -0.2, 0.4], [0.3, -0.1, 0.0], [0.1, 0.6, 0.2], [0.9, 0.7, -0.1], [-0.2, -0.4, 0.1], [0.2, -0.4, 0.2], [-0.3, 0.1, -0.8], [0.1, 0.3, -0.2], [-0.2, -0.2, 0.0]], "mulliken_charge": [-0.008, -0.049, -0.048, -0.603, -0.607, -0.617, -0.535, -0.564, -0.485, -0.538, -0.559, -0.556, -0.574, -0.473, -0.630, -0.605, -0.362, 1.056, 1.015, 0.949, 1.032, 0.994, 1.060, 0.916, -0.737, -0.847, -0.138, 0.273, -0.343, 0.104, -0.020, -0.626, -0.767, -0.318, 0.028, -0.409, -0.624, -0.423, -0.673, -0.244, -0.264, 0.415, -0.361, 0.292, -0.569, -0.183, -0.227, -0.139, -0.683, -0.650, -0.630, -0.472, 0.050, -0.096, -0.567, -0.617, -0.779, -0.769, -0.636, -0.191, -0.165, -0.702, -0.493, -0.327, -0.612, 0.532, -0.304, 0.431, 0.397, 0.407, 0.392, 0.103, 0.614, 0.572, 0.505, 0.481, 0.556, 0.459, 0.629, 0.549, 0.313, 0.393, 0.262, 0.362, 0.646, 0.669, 0.325, 0.410, 0.419, 0.143, 0.444, 0.470, 0.577, 0.516, 0.409, 0.424, 0.448, 0.165, 0.416, 0.591, 0.359, 0.437, 0.414], "e_tot_ha": -10818.08065, "charge": 0, "homo_ev": -9.82, "lumo_energy_ev": -1.0, "relative_energy_ev": 3.337}